{
  "formula": "C24H50ClF9N5O14S3",
  "method": "ωB97M-V/def2-TZVPD",
  "symbols": ["C", "C", "O", "N", "H", "H", "C", "H", "H", "H", "H", "H", "H", "C", "C", "O", "N", "H", "H", "C", "H", "H", "H", "H", "H", "H", "C", "C", "O", "N", "H", "H", "C", "H", "H", "H", "H", "H", "H", "C", "C", "O", "N", "H", "H", "C", "H", "H", "H", "H", "H", "H", "C", "C", "C", "C", "C", "C", "N", "O", "C", "C", "C", "H", "H", "H", "H", "H", "H", "H", "H", "H", "H", "H", "H", "H", "H", "H", "H", "H", "H", "Cl", "C", "F", "F", "F", "S", "O", "O", "O", "C", "F", "F", "F", "S", "O", "O", "O", "C", "F", "F", "F", "S", "O", "O", "O"],
  "coordinates": [[11.7834, 13.6571, 15.5663], [10.3907, 13.8795, 16.1124], [10.2028, 14.4018, 17.1921], [9.3353, 13.2189, 15.3564], [9.1528, 13.6676, 14.4249], [9.5604, 12.1797, 15.1562], [8.0308, 13.4070, 16.0957], [11.8356, 12.9292, 14.7455], [12.3681, 13.1619, 16.3528], [12.2509, 14.6067, 15.3132], [8.1671, 13.1266, 17.1334], [7.2491, 12.7980, 15.5643], [7.8156, 14.4487, 16.1596], [14.3573, 16.1825, 11.8358], [13.2584, 15.3001, 12.0823], [13.1522, 14.4118, 12.8750], [11.9598, 15.3522, 11.2626], [11.7983, 14.4540, 10.8639], [11.2570, 15.4543, 12.0001], [11.8787, 16.5193, 10.2828], [14.3645, 16.3880, 10.7512], [15.3238, 15.6609, 12.0724], [14.4567, 17.1245, 12.3975], [10.8829, 16.4776, 9.8417], [12.6717, 16.4394, 9.5217], [11.8961, 17.4212, 10.9049], [4.7595, 13.0193, 11.0906], [5.9565, 12.2670, 10.5726], [6.0366, 11.1714, 10.2041], [7.3541, 13.0184, 10.7120], [7.2487, 13.9141, 11.3167], [7.8572, 12.2893, 11.2052], [7.9332, 13.3048, 9.3926], [4.9858, 12.9774, 12.1599], [3.8412, 12.4352, 10.8892], [4.5857, 14.0023, 10.8630], [7.6627, 14.3349, 9.2214], [7.5822, 12.6620, 8.5729], [9.0025, 13.1644, 9.4763], [7.9406, 6.4824, 16.3546], [6.9485, 6.7418, 15.2715], [6.3954, 5.9659, 14.5543], [6.9022, 8.2916, 14.9608], [7.4790, 8.9077, 15.7068], [7.4759, 8.4394, 14.1124], [5.5747, 8.7904, 14.5788], [7.7364, 5.4701, 16.6916], [7.9792, 7.2542, 17.0912], [8.8959, 6.4661, 15.8119], [5.0214, 9.0316, 15.5041], [5.0464, 8.0706, 14.0551], [5.7090, 9.7488, 14.0774], [12.9701, 9.8619, 8.8522], [12.0612, 9.5953, 10.0830], [11.7872, 8.1088, 10.2995], [13.0158, 7.2378, 10.6678], [13.4033, 7.6600, 12.0786], [13.7693, 9.1734, 12.0720], [12.7606, 10.0028, 11.3182], [12.5330, 11.1072, 11.8158], [15.0201, 9.5892, 11.3317], [13.7804, 9.6877, 13.5193], [10.7422, 10.4083, 10.0368], [12.2551, 9.9674, 8.0503], [13.5657, 8.9757, 8.7239], [13.5403, 10.8231, 8.8301], [11.2205, 7.8225, 9.3911], [10.9791, 7.9220, 11.0214], [13.8616, 7.2069, 9.9505], [12.7408, 6.1874, 10.6962], [14.3004, 7.1332, 12.4027], [12.5536, 7.5662, 12.8139], [15.3102, 8.9247, 10.5760], [15.8141, 9.5120, 12.0368], [15.0773, 10.6238, 10.9732], [12.7354, 9.8459, 13.8411], [14.3029, 10.6739, 13.5576], [14.3281, 8.9634, 14.2184], [10.2155, 10.0121, 9.2022], [10.9961, 11.4204, 9.7558], [10.1857, 10.3994, 10.9236], [8.1180, 11.1550, 12.8335], [8.0918, 17.4989, 12.5048], [8.8556, 17.8717, 13.5279], [7.1995, 18.3965, 12.2587], [8.9475, 17.3918, 11.4518], [7.4527, 15.8304, 13.0485], [8.7703, 15.1235, 13.3691], [6.5548, 16.1363, 14.0477], [6.7854, 15.2210, 11.9190], [12.3990, 13.7232, 7.5695], [11.5796, 14.8042, 7.5860], [11.6475, 12.6882, 7.8841], [12.7924, 13.5139, 6.3289], [13.7576, 13.8419, 8.8467], [13.1339, 13.3846, 10.0839], [14.8372, 13.0157, 8.3896], [14.0461, 15.2574, 8.6894], [11.0044, 9.1321, 17.1651], [10.5208, 8.1579, 17.9251], [11.5203, 10.1273, 17.9375], [12.0126, 8.6708, 16.3870], [9.7085, 9.5859, 15.9141], [8.4149, 9.6979, 16.6377], [10.2530, 10.7747, 15.3692], [9.7163, 8.4195, 15.0525]],
  "atomic_forces_ev_per_a": [[-0.007, -0.706, -0.005], [1.928, 0.009, 1.770], [-0.384, -0.667, -2.151], [-1.970, 0.266, -0.037], [0.461, 0.123, 0.243], [-0.091, 1.005, 0.459], [-0.359, -1.521, -0.436], [-0.295, 0.596, -0.126], [-0.157, 0.462, 0.119], [0.013, -0.106, -0.048], [-0.018, -0.583, -0.057], [0.797, 0.768, 0.614], [-0.322, 0.745, -0.544], [2.558, 0.823, -1.277], [-2.002, -2.613, 1.256], [0.792, 0.392, 0.310], [0.322, 3.377, 0.421], [0.498, -1.192, -0.821], [-0.274, 0.212, -0.123], [-0.820, -0.305, 0.502], [0.265, 0.185, 0.454], [-1.065, 0.129, -0.183], [-0.790, -0.293, -0.098], [0.162, -0.034, -0.184], [-0.469, 0.030, 0.536], [0.300, -0.127, -0.325], [0.096, -3.333, 0.887], [0.547, 2.909, 0.588], [-0.178, -1.934, -0.933], [-2.323, -0.174, -0.486], [0.159, -0.872, -0.644], [0.665, -0.481, 0.839], [0.018, 0.198, -0.036], [-0.363, 0.150, 0.272], [0.638, 0.159, 0.123], [0.249, 2.470, -0.929], [0.287, 0.325, -0.631], [-0.151, 0.085, 0.555], [0.286, 0.267, -0.154], [-0.376, -1.184, -1.180], [0.734, 0.590, -0.646], [0.100, 1.235, 0.788], [0.913, -0.290, -0.346], [-1.310, -0.955, -0.747], [0.144, -0.327, 0.307], [0.121, 2.204, 2.440], [0.116, 0.089, 0.509], [-0.059, 0.238, 0.598], [-0.092, 0.066, 0.279], [0.143, -0.285, -0.337], [-0.846, -1.261, -1.323], [-0.028, -0.295, -0.398], [-0.445, 0.656, 0.460], [-0.576, 0.418, 0.757], [-0.653, -1.074, -1.289], [-0.739, -0.312, -0.024], [0.027, 1.195, -0.508], [-0.403, 0.054, 0.811], [-0.857, 3.714, 2.669], [0.338, -3.168, -1.925], [0.982, 0.412, 0.518], [0.630, 0.358, 0.579], [2.187, 0.160, -1.372], [-0.087, -0.261, -0.494], [0.562, 0.025, -0.419], [-0.257, -0.888, 0.495], [0.837, -0.213, -0.017], [0.457, 0.463, 0.426], [-0.437, 0.665, 0.377], [-0.423, -0.122, 0.018], [-0.148, -0.028, 0.335], [0.901, -0.307, -0.755], [0.057, -0.861, -1.461], [0.747, -0.047, 0.775], [-0.456, -0.224, 0.042], [0.543, -0.250, 0.235], [-0.423, -0.767, 0.158], [-0.872, 0.913, -1.180], [-0.785, -0.475, -0.545], [-0.001, 0.369, 0.152], [-0.851, -0.227, 1.341], [0.134, -0.302, 0.513], [1.559, -1.606, 0.355], [0.153, 0.700, 0.515], [-0.873, 0.559, -0.337], [-0.495, -0.093, -0.199], [4.434, -1.376, -2.219], [-2.467, 1.269, -0.445], [-1.958, 0.842, 3.772], [-0.032, -0.095, -1.234], [-0.096, 0.194, 0.078], [0.477, -0.145, 0.137], [-1.178, -1.352, 0.497], [0.613, 0.465, -0.186], [1.116, 0.851, -2.046], [-0.244, 0.121, -0.064], [-0.303, -0.791, 0.112], [-0.164, 0.010, 1.060], [0.393, 0.363, -0.333], [0.438, 0.103, 0.193], [-0.926, -0.966, -0.783], [-0.076, 0.005, 0.781], [-0.956, -2.291, 1.290], [1.137, 0.512, -0.437], [0.738, 1.728, -0.756], [0.156, 0.550, -0.085]],
  "e_lumo_ev": -4.97,
  "max_force_ev_per_a": 5.1,
  "gap_ev": 6.630,
  "homo_ev": -11.6,
  "total_charge": 1
}

---

{
  "formula": "C33H35N4O6SSiTi",
  "method": "ωB97M-V/def2-TZVPD",
  "symbols": ["Ti", "N", "C", "O", "C", "C", "H", "H", "H", "H", "H", "H", "C", "C", "C", "C", "C", "C", "Si", "C", "C", "C", "C", "C", "C", "H", "H", "H", "H", "H", "H", "H", "H", "H", "H", "H", "O", "C", "O", "C", "C", "C", "C", "C", "C", "N", "O", "O", "H", "H", "H", "H", "C", "C", "C", "N", "C", "S", "N", "C", "O", "C", "C", "C", "C", "C", "C", "H", "H", "H", "H", "H", "H", "H", "H", "H", "H", "H", "H", "H", "H"],
  "coordinates": [[0.2371, -0.4653, -1.3425], [-0.4677, -3.4422, 1.1694], [0.1002, -2.5750, 0.3617], [-0.2553, -1.3629, 0.3655], [1.1784, -2.9928, -0.6083], [1.8668, -1.7319, -1.1508], [-1.1374, -3.1142, 1.8585], [-0.1817, -4.4067, 1.1713], [0.6987, -3.5490, -1.4206], [1.8468, -3.6938, -0.1000], [2.3570, -1.9388, -2.1015], [2.5926, -1.3441, -0.4365], [-1.4971, 1.4598, -6.2191], [-2.1232, 1.8572, -5.0466], [-1.3867, 1.9985, -3.8770], [-0.0136, 1.7410, -3.8548], [0.5978, 1.3371, -5.0464], [-0.1314, 1.2050, -6.2187], [0.9711, 1.8050, -2.2424], [0.1635, 3.1192, -1.1757], [-1.0012, 2.8452, -0.4552], [-1.6482, 3.8251, 0.2805], [-1.1274, 5.1119, 0.3140], [0.0260, 5.4096, -0.3963], [0.6635, 4.4214, -1.1341], [-2.0681, 1.3609, -7.1333], [-3.1843, 2.0725, -5.0438], [-1.8926, 2.3284, -2.9764], [1.6626, 1.1292, -5.0628], [0.3657, 0.9099, -7.1343], [2.3598, 2.1844, -2.5841], [-1.4421, 1.8479, -0.4723], [-2.5536, 3.5904, 0.8256], [-1.6231, 5.8814, 0.8913], [0.4278, 6.4143, -0.3801], [1.5636, 4.6707, -1.6846], [-0.0421, -1.2307, -3.0998], [-1.3281, -1.2331, -2.9427], [-1.7551, -0.7982, -1.8342], [-2.2110, -1.7163, -4.0031], [-1.6921, -2.0145, -5.2617], [-2.5387, -2.4578, -6.2636], [-3.8942, -2.6129, -6.0088], [-4.3789, -2.3091, -4.7485], [-3.5678, -1.8551, -3.7325], [-5.8235, -2.4821, -4.4754], [-6.2063, -2.2402, -3.3504], [-6.5219, -2.8421, -5.3969], [-0.6349, -1.8791, -5.4449], [-2.1486, -2.6830, -7.2460], [-4.5784, -2.9630, -6.7681], [-3.9792, -1.6115, -2.7641], [4.5659, -1.2237, 4.1932], [4.5347, 0.2819, 4.4331], [3.6524, 1.0198, 3.4365], [2.2620, 0.6110, 3.6167], [1.3631, 0.4875, 2.6562], [1.6618, 0.9515, 1.0689], [0.0985, -0.0078, 2.9798], [-0.3240, -0.8509, 4.0118], [-1.1263, -1.7244, 3.7547], [0.1341, -0.6024, 5.4053], [0.0050, 0.6639, 5.9748], [0.3713, 0.8628, 7.2975], [0.8724, -0.1956, 8.0437], [0.9866, -1.4597, 7.4791], [0.6010, -1.6695, 6.1651], [5.2575, -1.7146, 4.8766], [4.8889, -1.4455, 3.1739], [3.5813, -1.6729, 4.3415], [5.5413, 0.6951, 4.3563], [4.1900, 0.4923, 5.4510], [3.9375, 0.7896, 2.4110], [3.7297, 2.1014, 3.5645], [1.9775, 0.4200, 4.5659], [-0.4602, -0.1369, 2.1469], [-0.3957, 1.4826, 5.3882], [0.2602, 1.8406, 7.7460], [1.1621, -0.0377, 9.0739], [1.3651, -2.2841, 8.0678], [0.6625, -2.6546, 5.7212]],
  "atomic_forces_ev_per_a": [[0.848, 0.695, 0.704], [-0.048, 0.111, 0.212], [0.055, -0.114, -0.034], [-0.247, -0.515, 0.411], [-0.033, 0.015, 0.061], [-0.156, -0.470, -0.072], [0.032, -0.009, 0.013], [0.023, 0.011, 0.056], [-0.031, -0.035, 0.039], [0.055, -0.013, -0.089], [-0.009, 0.051, -0.009], [-0.068, 0.138, 0.003], [0.004, 0.015, 0.000], [0.001, 0.003, -0.003], [-0.011, 0.007, -0.007], [0.082, -0.118, -0.043], [0.015, 0.000, 0.025], [-0.010, -0.002, 0.003], [-0.577, 0.708, -0.222], [0.095, 0.031, 0.030], [-0.080, -0.083, -0.021], [0.036, 0.032, 0.009], [-0.005, 0.001, 0.011], [0.000, -0.004, -0.002], [0.046, -0.014, 0.022], [-0.003, 0.001, -0.003], [-0.005, -0.002, 0.000], [0.007, 0.011, -0.003], [0.002, 0.007, -0.002], [0.003, 0.003, -0.001], [0.109, -0.201, 0.147], [0.032, -0.003, 0.006], [0.000, -0.009, -0.007], [-0.006, 0.007, -0.011], [0.008, -0.002, 0.008], [0.000, 0.005, 0.005], [-0.252, -0.421, -0.407], [0.065, 0.118, -0.296], [0.086, 0.025, -0.012], [-0.035, -0.009, -0.012], [-0.003, -0.010, 0.019], [-0.009, 0.009, 0.003], [0.020, 0.010, -0.021], [-0.036, -0.043, 0.032], [0.013, 0.043, -0.023], [0.002, 0.108, -0.036], [0.003, -0.037, -0.015], [0.009, -0.029, 0.033], [-0.001, -0.005, 0.006], [0.004, -0.005, 0.001], [-0.002, 0.003, 0.001], [0.002, -0.018, 0.005], [0.012, 0.023, 0.003], [-0.026, -0.038, -0.025], [0.022, 0.026, 0.023], [0.001, -0.091, 0.021], [-0.375, 0.054, 0.129], [0.019, 0.111, -0.352], [0.256, 0.125, -0.219], [-0.154, -0.065, 0.132], [0.095, -0.087, -0.154], [0.020, 0.061, -0.024], [0.104, 0.044, -0.097], [-0.003, -0.021, -0.012], [-0.016, 0.002, -0.004], [0.000, -0.006, 0.001], [0.043, -0.026, 0.015], [-0.011, 0.000, 0.007], [-0.004, -0.007, 0.005], [0.004, -0.005, -0.012], [-0.003, 0.010, 0.010], [0.031, 0.031, 0.007], [0.007, -0.011, 0.013], [-0.011, 0.005, -0.007], [-0.066, -0.037, 0.084], [-0.017, -0.077, -0.053], [0.035, -0.007, -0.010], [-0.006, -0.002, 0.001], [0.008, 0.000, 0.000], [0.001, 0.000, 0.002], [-0.005, -0.005, 0.001]],
  "relative_energy_kj_mol": 78.0,
  "e_lumo_ev": -3.27,
  "max_force_ev_per_a": 1.3,
  "gap_ev": 7.504,
  "homo_ev": -10.8,
  "total_charge": 1
}

---

{
  "formula": "C3H11NO",
  "method": "ωB97M-V/def2-TZVPD",
  "symbols": ["C", "C", "N", "C", "H", "H", "H", "H", "H", "H", "H", "H", "H", "O", "H", "H"],
  "coordinates": [[-1.9291, 0.3714, -1.2356], [-0.6413, -0.1674, -0.6352], [0.2919, 0.8938, -0.3446], [1.6589, 0.4497, -0.2184], [-2.5904, -0.4066, -1.6038], [-1.6293, 0.9445, -2.1038], [-2.4354, 1.1281, -0.6346], [-0.1474, -0.7697, -1.4009], [-0.9007, -0.8403, 0.1995], [0.0473, 1.4737, 0.4468], [2.2705, 1.2639, 0.1582], [1.7682, -0.4497, 0.4054], [1.9565, 0.1343, -1.2096], [0.8924, -1.0509, 2.9115], [0.8228, -1.1112, 1.9565], [0.5651, -1.8637, 3.3085]],
  "atomic_forces_ev_per_a": [[0.452, 0.670, -0.607], [-0.481, -0.036, -0.162], [-0.061, 0.470, 0.406], [-0.438, -0.404, -0.163], [-0.237, -0.112, 0.355], [0.065, 0.106, -0.453], [-0.170, -0.457, 0.428], [-0.088, -0.230, 0.038], [0.354, 0.070, 0.179], [-0.353, -0.185, 0.019], [0.215, -0.127, -0.062], [0.210, 0.151, 0.244], [0.585, 0.085, -0.277], [0.125, 0.313, 0.390], [-0.156, -0.307, 0.004], [-0.024, -0.007, -0.340]],
  "smiles": "CCNC.O",
  "relative_energy_kj_mol": 75.0,
  "e_lumo_ev": 0.92,
  "max_force_ev_per_a": 1.0,
  "gap_ev": 9.738,
  "homo_ev": -8.8
}